No. 1
{"formula": "C27H35ClN4O4P2W", "method": "the ωB97M-V functional and the def2-TZVPD basis", "spin_multiplicity": 3, "energy_ev": -75610.158, "total_charge": 2, "lumo_ha": [-0.3238, -0.3242], "elements": ["W", "C", "C", "C", "C", "C", "C", "C", "C", "C", "H", "H", "H", "H", "H", "H", "H", "H", "H", "H", "H", "H", "H", "H", "H", "P", "P", "N", "N", "N", "N", "C", "C", "C", "C", "C", "C", "C", "C", "C", "C", "C", "C", "C", "C", "C", "C", "C", "C", "H", "H", "H", "H", "H", "H", "H", "H", "H", "H", "H", "H", "H", "H", "H", "H", "H", "H", "H", "H", "O", "Cl", "O", "O", "O"], "positions_angstrom": [[0.129, 1.467, -3.982], [-1.872, 1.750, -6.797], [-1.952, 0.443, -6.563], [-1.091, -0.608, -7.205], [0.396, -0.284, -7.321], [0.960, 0.460, -6.100], [0.740, 1.874, -5.887], [0.380, 2.779, -7.002], [-0.905, 2.383, -7.742], [1.200, 0.806, -0.642], [-2.581, 2.457, -6.361], [-2.816, 0.030, -6.036], [-1.499, -0.840, -8.205], [-1.223, -1.550, -6.651], [0.920, -1.250, -7.442], [0.583, 0.199, -8.300], [1.943, 0.023, -5.800], [1.517, 2.360, -5.202], [1.242, 2.680, -7.658], [0.327, 3.798, -6.620], [-1.335, 3.303, -8.152], [-0.704, 1.736, -8.612], [0.362, 1.494, -0.635], [2.106, 1.386, -0.651], [1.068, 0.299, 0.342], [1.208, -0.221, -2.121], [-1.365, -1.271, -1.998], [2.244, 0.892, -3.100], [2.521, -1.386, -1.575], [-1.523, 0.364, -2.843], [-2.731, -1.936, -1.404], [0.572, -1.191, -3.656], [-0.682, -2.060, -3.410], [1.931, 2.363, -3.164], [3.228, 2.918, -3.655], [4.099, 1.899, -3.985], [3.488, 0.684, -3.653], [3.337, -1.161, -0.479], [4.147, -2.264, -0.254], [3.799, -3.242, -1.231], [2.763, -2.692, -1.990], [-1.191, 1.627, -2.243], [-1.656, 2.598, -3.181], [-2.618, 1.929, -3.991], [-2.517, 0.567, -3.771], [-3.836, -2.458, -2.095], [-4.730, -2.978, -1.182], [-4.175, -2.774, 0.135], [-2.958, -2.149, -0.025], [1.473, -1.811, -3.859], [0.354, -0.568, -4.590], [-1.371, -2.010, -4.246], [-0.481, -3.123, -3.218], [1.842, 2.741, -2.161], [3.545, 3.943, -3.495], [5.120, 1.989, -4.402], [3.927, -0.310, -3.725], [3.275, -0.244, 0.068], [4.893, -2.339, 0.535], [4.246, -4.231, -1.331], [2.253, -3.182, -2.800], [-1.237, 1.761, -1.173], [-1.682, 3.642, -2.923], [-3.377, 2.403, -4.585], [-3.121, -0.288, -4.067], [-3.874, -2.436, -3.170], [-5.689, -3.456, -1.397], [-4.626, -3.080, 1.079], [-2.279, -1.813, 0.727], [-2.248, -1.060, 2.383], [-0.965, -0.267, 2.512], [-1.120, 0.895, 1.578], [0.139, -1.123, 2.013], [-0.343, -1.313, -0.916]], "forces_ev_per_angstrom": [[-1.5, -0.9, -0.7], [-0.5, 0.2, -0.6], [-0.5, -0.2, -0.8], [-0.6, -0.5, -0.3], [0.0, -0.6, 0.1], [1.3, 1.9, -0.7], [1.7, -1.4, -2.5], [0.0, 0.3, 0.1], [-0.1, 0.1, -0.5], [-1.1, 0.8, 1.2], [0.1, -0.4, -0.1], [0.3, 0.3, -0.1], [0.2, 0.1, 0.3], [0.1, 0.2, 0.0], [-0.1, 0.4, 0.3], [0.2, 0.4, 0.8], [-1.0, 0.5, 0.2], [-0.4, -0.4, -0.6], [0.0, 0.5, -0.4], [-0.1, 0.1, -0.2], [0.0, -0.2, 0.1], [0.0, 0.3, 0.5], [0.5, -0.1, 0.1], [0.5, 0.1, -0.1], [0.0, -0.6, -0.8], [3.7, -3.5, 2.0], [-1.3, -1.7, 1.5], [1.8, 0.5, -0.6], [-1.8, 0.9, -0.7], [-0.2, 0.0, 2.4], [-0.1, 0.3, -0.5], [0.0, -1.0, 0.8], [0.2, 0.0, -0.5], [2.6, -0.9, 1.1], [-0.5, -0.8, 0.4], [0.2, 0.3, -0.4], [-1.3, 0.0, 0.5], [1.0, -0.5, 0.4], [-0.7, 0.9, -0.4], [-1.0, 0.8, -0.3], [1.3, -1.0, 0.1], [-0.6, 0.6, -0.2], [-1.1, -0.4, 1.7], [-0.5, -0.8, -0.3], [-0.8, 1.0, -0.2], [-1.4, -0.6, 0.0], [0.7, 0.5, -0.4], [1.0, 0.5, -0.8], [-1.4, -0.7, 0.4], [-0.5, 0.6, -0.2], [0.6, -0.7, 0.9], [0.0, 0.0, -0.4], [0.1, 0.4, 0.2], [-0.6, 0.3, 0.5], [-0.4, 0.1, -0.6], [-0.8, 0.0, 0.5], [-0.3, 0.1, 0.0], [0.1, 0.1, 0.2], [-0.3, 0.0, -0.3], [-0.4, 0.4, -0.1], [-0.2, 0.1, -0.1], [0.5, -0.2, 0.3], [0.1, 0.2, -0.2], [0.1, 0.0, -0.3], [0.2, 0.4, -0.3], [0.0, -0.1, -0.1], [0.5, 0.2, -0.1], [0.3, 0.2, -0.3], [0.4, 0.2, 0.3], [1.5, 0.9, 0.5], [-1.4, -0.6, -0.1], [0.4, -0.1, -0.4], [0.0, 0.4, -0.3], [1.0, 1.8, -1.3]], "lowdin_spin": [1.329, 0.009, -0.001, -0.003, -0.007, -0.041, 0.071, 0.018, 0.007, 0.007, 0.000, 0.001, -0.001, 0.000, 0.000, -0.002, -0.003, 0.015, 0.005, 0.001, 0.001, 0.000, 0.002, 0.000, 0.001, 0.011, 0.004, -0.007, 0.002, 0.053, 0.001, 0.043, 0.002, 0.023, 0.064, -0.002, 0.045, 0.001, 0.000, 0.000, 0.002, 0.073, 0.092, 0.027, 0.091, 0.000, 0.001, 0.000, 0.001, 0.007, 0.012, 0.000, 0.001, 0.008, 0.002, 0.000, 0.002, 0.000, 0.000, 0.000, 0.001, 0.013, 0.012, 0.001, 0.003, 0.000, 0.000, 0.000, 0.000, 0.000, 0.000, 0.001, 0.000, 0.001]}



No. 2
{"formula": "C27H35CoN3OS3SbTe", "method": "the ωB97M-V functional and the def2-TZVPD basis", "spin_multiplicity": 4, "energy_ev": -119051.292, "total_charge": -1, "lumo_ha": [0.0678, 0.0443], "elements": ["Co", "N", "C", "C", "N", "H", "H", "H", "H", "H", "H", "H", "H", "S", "Sb", "S", "S", "C", "C", "C", "C", "C", "C", "Te", "N", "C", "O", "C", "C", "C", "C", "C", "C", "C", "C", "C", "C", "C", "C", "C", "C", "C", "C", "C", "C", "H", "H", "H", "H", "H", "H", "H", "H", "H", "H", "H", "H", "H", "H", "H", "H", "H", "H", "H", "H", "H", "H", "H", "H", "H", "H", "H"], "positions_angstrom": [[-0.181, 0.212, -0.094], [-0.002, -0.330, 2.054], [-0.822, -1.486, 2.408], [-0.885, -2.440, 1.218], [-1.418, -1.687, 0.092], [0.985, -0.539, 2.183], [-0.248, 0.466, 2.634], [-1.838, -1.129, 2.590], [-0.444, -2.008, 3.300], [-1.502, -3.314, 1.487], [0.123, -2.789, 0.965], [-2.282, -1.206, 0.382], [-1.610, -2.282, -0.708], [2.678, 2.002, -2.865], [1.610, -0.043, -2.807], [-0.705, 0.618, -2.240], [1.803, -0.661, -0.440], [2.841, 7.566, -4.801], [2.187, 6.592, -3.860], [2.826, 6.158, -2.710], [2.229, 5.248, -1.848], [2.978, 4.785, -0.639], [0.955, 4.749, -2.129], [0.129, 3.085, -0.847], [-1.243, 1.630, 0.358], [-2.474, 1.474, 0.748], [-2.966, 0.403, 1.181], [-3.385, 2.666, 0.709], [-3.559, 3.415, -0.444], [-4.504, 4.428, -0.466], [-5.268, 4.697, 0.656], [-5.099, 3.943, 1.806], [-4.163, 2.927, 1.829], [0.055, 4.361, 0.888], [-0.684, 5.539, 0.902], [-1.424, 6.025, -0.304], [-0.728, 6.317, 2.055], [-0.051, 5.948, 3.202], [-0.107, 6.778, 4.452], [0.688, 4.774, 3.176], [0.750, 3.982, 2.040], [1.629, 2.767, 2.058], [0.314, 5.168, -3.292], [-1.041, 4.645, -3.679], [0.924, 6.093, -4.133], [3.863, 7.778, -4.493], [2.287, 8.506, -4.835], [2.865, 7.156, -5.810], [3.821, 6.526, -2.487], [3.992, 5.181, -0.626], [3.033, 3.695, -0.657], [2.466, 5.103, 0.268], [-2.972, 3.180, -1.325], [-4.658, 5.013, -1.364], [-6.000, 5.494, 0.632], [-5.711, 4.147, 2.675], [-4.030, 2.309, 2.705], [-1.605, 5.197, -0.990], [-0.833, 6.777, -0.831], [-2.375, 6.471, -0.012], [-1.296, 7.240, 2.044], [-0.688, 7.682, 4.288], [0.894, 7.060, 4.776], [-0.570, 6.207, 5.256], [1.245, 4.482, 4.059], [1.818, 2.434, 3.080], [2.589, 2.998, 1.596], [1.182, 1.950, 1.488], [-1.264, 3.728, -3.128], [-1.079, 4.424, -4.746], [-1.813, 5.389, -3.462], [0.410, 6.415, -5.031]], "forces_ev_per_angstrom": [[-0.2, -1.9, 0.2], [0.2, 0.3, -0.2], [-0.3, -0.5, -0.1], [0.1, -0.1, 0.3], [-0.3, 0.2, 0.1], [0.0, 0.1, -0.1], [0.1, 0.0, -0.2], [0.2, 0.0, 0.1], [-0.1, 0.1, -0.2], [0.1, 0.1, 0.0], [-0.1, 0.0, 0.0], [0.2, 0.0, -0.2], [0.2, 0.3, 0.0], [0.0, -0.4, -0.2], [0.4, 0.3, -0.2], [-0.1, -0.3, -0.4], [0.3, -0.2, 0.1], [-0.1, 0.0, 0.0], [-0.1, 0.1, 0.0], [-0.1, 0.0, -0.1], [0.0, -0.1, 0.3], [0.1, 0.0, 0.1], [-0.2, 0.0, -0.2], [1.1, 0.8, 0.3], [0.1, 1.0, -0.2], [-0.4, 0.1, 0.3], [-0.3, -0.2, 0.2], [-0.2, -0.1, 0.0], [0.0, -0.1, 0.1], [-0.1, 0.1, -0.1], [-0.1, 0.2, -0.1], [0.0, 0.1, 0.1], [0.0, 0.0, 0.0], [-0.3, 0.1, -0.1], [-0.1, 0.1, -0.1], [0.0, 0.1, -0.1], [0.1, 0.0, 0.1], [0.0, 0.1, 0.0], [0.0, -0.1, -0.1], [0.0, 0.0, -0.1], [0.2, -0.2, 0.1], [-0.1, -0.2, 0.0], [-0.3, -0.1, 0.1], [0.0, -0.1, 0.1], [0.1, 0.0, 0.1], [0.1, 0.0, 0.0], [0.0, 0.0, 0.0], [0.0, 0.0, -0.1], [0.1, 0.0, 0.0], [0.0, 0.0, 0.0], [0.1, -0.1, 0.1], [0.0, 0.0, 0.1], [0.0, 0.0, 0.0], [0.0, 0.0, -0.1], [0.0, 0.0, 0.0], [0.0, 0.0, 0.1], [0.0, -0.1, 0.0], [-0.1, 0.2, 0.0], [0.0, 0.0, -0.1], [0.0, 0.0, -0.1], [-0.1, 0.0, 0.0], [0.0, 0.1, 0.1], [0.0, 0.0, 0.0], [0.0, 0.0, 0.1], [0.0, -0.1, 0.1], [0.0, 0.0, 0.0], [0.1, -0.1, -0.1], [0.2, 0.0, 0.1], [-0.1, 0.1, -0.2], [0.0, 0.0, 0.0], [-0.1, 0.0, 0.0], [-0.1, 0.0, -0.1]], "lowdin_spin": [2.009, 0.000, 0.000, 0.004, 0.059, 0.001, 0.001, 0.000, 0.000, 0.002, 0.001, 0.002, 0.003, 0.015, 0.018, -0.045, 0.082, 0.000, -0.003, 0.008, 0.023, 0.009, 0.132, 0.377, 0.143, 0.025, 0.023, 0.001, 0.002, 0.000, -0.001, 0.001, 0.000, 0.018, 0.006, 0.010, -0.001, 0.005, 0.001, -0.001, 0.007, 0.006, 0.006, 0.012, 0.003, 0.000, 0.000, 0.000, 0.002, 0.001, 0.004, 0.000, 0.004, 0.000, 0.000, 0.000, 0.000, 0.009, 0.000, 0.001, 0.000, 0.000, 0.000, 0.000, 0.000, 0.000, 0.001, 0.004, 0.010, 0.001, 0.000, 0.000]}



No. 3
{"formula": "C27H35CrN5", "method": "the ωB97M-V functional and the def2-TZVPD basis", "spin_multiplicity": 5, "energy_ev": -64438.706, "total_charge": 0, "lumo_ha": [0.0145, 0.0143], "elements": ["Cr", "C", "C", "C", "N", "C", "C", "C", "C", "C", "C", "C", "N", "C", "C", "C", "N", "C", "C", "C", "C", "C", "C", "C", "N", "C", "C", "H", "H", "H", "H", "H", "H", "H", "H", "H", "H", "H", "H", "H", "H", "H", "H", "H", "H", "H", "H", "H", "H", "H", "H", "H", "H", "C", "C", "C", "C", "C", "N", "H", "H", "H", "H", "H", "H", "H", "H", "H"], "positions_angstrom": [[0.095, -0.128, 0.149], [-1.109, 0.768, -2.704], [-2.288, -0.097, -2.231], [-2.889, 0.098, -0.840], [-1.968, -0.074, 0.271], [-2.468, -0.051, 1.501], [-3.854, 0.094, 1.751], [-4.586, 0.211, 2.925], [-4.192, 0.275, 4.245], [-2.872, 0.210, 4.682], [-1.709, 0.002, 3.982], [-1.452, -0.230, 2.595], [-0.269, -0.558, 2.159], [0.836, -0.807, 3.064], [1.959, -1.551, 2.340], [2.828, -0.711, 1.395], [2.051, 0.164, 0.537], [2.601, 1.270, 0.055], [3.996, 1.476, 0.070], [4.781, 2.551, -0.323], [4.433, 3.771, -0.864], [3.134, 4.172, -1.161], [1.930, 3.522, -1.020], [1.598, 2.236, -0.507], [0.371, 1.800, -0.430], [-0.766, 2.578, -0.895], [-1.126, 2.256, -2.351], [-1.067, 0.676, -3.793], [-0.167, 0.343, -2.348], [-1.999, -1.147, -2.341], [-3.124, 0.057, -2.922], [-3.707, -0.631, -0.762], [-3.372, 1.085, -0.785], [-4.471, 0.126, 0.866], [-5.658, 0.291, 2.763], [-4.962, 0.409, 4.993], [-2.730, 0.334, 5.752], [-0.817, 0.003, 4.595], [0.507, -1.417, 3.913], [1.221, 0.135, 3.481], [1.517, -2.397, 1.809], [2.631, -1.974, 3.093], [3.462, -1.390, 0.808], [3.510, -0.108, 2.008], [4.564, 0.629, 0.427], [5.847, 2.392, -0.187], [5.230, 4.467, -1.088], [3.049, 5.168, -1.587], [1.081, 4.101, -1.358], [-0.611, 3.655, -0.785], [-1.600, 2.331, -0.240], [-0.407, 2.764, -3.001], [-2.106, 2.693, -2.571], [-0.261, -5.193, -2.020], [-0.045, -4.751, -0.569], [-1.219, -5.187, 0.316], [1.276, -5.302, -0.021], [0.027, -3.280, -0.534], [0.091, -2.137, -0.469], [-0.300, -6.283, -2.053], [0.554, -4.856, -2.661], [-1.197, -4.800, -2.415], [-1.271, -6.277, 0.324], [-2.163, -4.797, -0.064], [-1.088, -4.836, 1.339], [1.293, -6.384, -0.162], [1.376, -5.088, 1.043], [2.131, -4.872, -0.543]], "forces_ev_per_angstrom": [[-0.3, 0.2, 0.4], [0.0, 0.0, 0.0], [0.0, 0.0, 0.0], [0.0, 0.0, 0.0], [-0.1, 0.0, 0.1], [0.0, 0.0, 0.1], [0.1, 0.0, 0.0], [-0.1, 0.0, 0.0], [0.0, 0.0, -0.1], [0.0, 0.0, 0.1], [0.0, 0.0, -0.1], [-0.3, 0.1, 0.0], [0.1, -0.1, 0.1], [0.0, 0.0, -0.1], [0.0, 0.0, 0.0], [0.0, 0.0, 0.0], [0.1, 0.1, 0.1], [-0.1, 0.1, -0.2], [0.0, 0.0, 0.0], [0.0, 0.0, 0.0], [0.1, -0.1, 0.0], [-0.1, 0.1, 0.0], [0.1, 0.1, -0.1], [0.5, 0.0, 0.1], [-0.3, 0.1, -0.2], [0.0, 0.0, 0.1], [0.0, 0.0, 0.0], [0.0, 0.0, 0.0], [0.0, 0.0, 0.0], [0.0, 0.0, 0.0], [0.0, 0.0, 0.0], [0.0, 0.0, 0.0], [0.0, 0.0, 0.0], [0.0, 0.0, 0.0], [0.0, 0.0, 0.0], [0.0, 0.0, 0.0], [0.0, 0.0, 0.0], [0.0, 0.0, 0.0], [0.0, 0.0, 0.0], [0.0, 0.0, 0.0], [0.0, 0.0, 0.0], [0.0, 0.0, 0.0], [0.0, 0.0, 0.0], [0.0, 0.0, 0.0], [0.0, 0.0, 0.0], [0.0, 0.0, 0.0], [0.0, 0.0, 0.0], [0.0, 0.0, 0.0], [0.1, 0.0, 0.0], [0.0, -0.1, 0.0], [0.0, 0.0, 0.0], [0.0, 0.0, 0.0], [0.0, 0.0, 0.0], [0.0, 0.0, 0.0], [0.0, 0.1, 0.0], [0.0, 0.0, 0.0], [0.0, 0.0, 0.0], [0.0, -0.1, 0.0], [0.1, -0.5, -0.3], [0.0, 0.0, 0.0], [0.0, 0.0, 0.0], [0.0, 0.0, 0.0], [0.0, 0.0, 0.0], [0.0, 0.0, 0.0], [0.0, 0.0, 0.0], [0.0, 0.0, 0.0], [0.0, 0.0, 0.0], [0.0, 0.0, 0.0]], "lowdin_spin": [3.580, 0.023, 0.004, 0.003, -0.013, 0.010, 0.024, 0.007, 0.027, 0.009, 0.021, 0.018, 0.006, 0.003, 0.002, 0.001, -0.017, 0.013, 0.038, 0.010, 0.040, 0.013, 0.029, 0.022, -0.017, 0.003, -0.001, 0.002, 0.015, 0.001, 0.000, 0.000, 0.000, 0.002, 0.000, 0.002, 0.000, 0.001, 0.000, -0.001, 0.001, 0.000, -0.001, 0.000, 0.003, -0.001, 0.002, 0.000, 0.002, 0.000, 0.000, 0.000, 0.001, 0.003, 0.007, 0.002, 0.002, 0.054, 0.042, 0.000, 0.000, 0.000, 0.000, 0.000, 0.000, 0.000, 0.000, 0.000]}